[1]
77
Properties=species:S:1:pos:R:3:forces:R:3:mulliken_charge:R:1 method="wB97M-V/def2-TZVPD" largest_force_ev_per_a=0.60 e_above_lowest_ev=0.584 lumo_energy_ev=-5.83 e_homo_ev=-12.724 charge=+2 multiplicity=1 total_energy_ev=-62272.81453 orbital_gap_ev=6.9
Ba 0.110 -0.230 -0.591 0.23 0.14 0.54 2.01
C -0.488 -2.110 1.868 -0.03 0.00 -0.02 -0.87
C -1.116 -2.747 3.107 0.01 0.09 0.05 0.11
C -1.492 -1.690 4.153 0.02 -0.02 -0.04 -1.93
Sb -2.409 0.112 3.347 0.04 -0.03 -0.02 0.88
C -3.791 0.391 4.932 0.00 0.02 -0.01 0.35
C -5.133 0.638 4.658 0.00 -0.01 0.00 -0.35
C -6.030 0.836 5.699 0.00 0.00 0.01 -0.59
C -5.591 0.792 7.014 0.00 0.00 0.00 -0.46
C -4.253 0.551 7.291 0.00 0.00 0.00 -0.55
C -3.353 0.354 6.252 0.00 0.00 0.00 -0.49
C -3.746 -0.886 2.007 0.01 -0.03 0.02 -0.52
C -4.010 -0.336 0.755 0.01 0.00 -0.02 -0.34
C -4.883 -0.965 -0.126 0.00 -0.01 0.00 -0.71
C -5.479 -2.166 0.224 -0.01 0.00 -0.02 -0.70
C -5.224 -2.724 1.471 0.00 -0.01 0.02 -0.65
C -4.377 -2.080 2.359 0.01 0.00 -0.01 -0.30
Sb 0.457 -3.454 0.442 -0.06 -0.15 0.01 1.05
C -1.191 -4.755 0.216 0.04 -0.01 -0.03 0.15
C -1.907 -4.694 -0.978 -0.01 -0.01 0.01 -0.63
C -3.056 -5.457 -1.144 0.00 -0.01 0.00 -0.64
C -3.485 -6.289 -0.120 0.00 0.00 0.00 -0.56
C -2.765 -6.364 1.065 0.00 0.00 0.01 -0.68
C -1.620 -5.600 1.236 0.00 0.00 0.01 -0.13
C 1.728 -4.415 1.819 0.01 0.02 0.01 0.08
C 2.470 -3.627 2.696 0.01 -0.02 0.00 -0.01
C 3.331 -4.224 3.606 0.00 0.00 0.00 -0.67
C 3.455 -5.607 3.636 0.00 0.00 0.00 -0.52
C 2.724 -6.391 2.757 0.00 0.00 0.00 -0.58
C 1.860 -5.799 1.845 -0.01 0.00 -0.01 -0.41
H 0.257 -1.371 2.190 0.05 0.03 -0.06 -0.16
H -1.306 -1.584 1.346 0.04 -0.02 -0.05 0.26
H -0.415 -3.462 3.546 -0.01 -0.01 0.01 0.62
H -1.997 -3.312 2.801 0.00 0.01 -0.02 0.06
H -0.591 -1.366 4.680 -0.02 0.03 0.02 0.55
H -2.174 -2.092 4.903 0.01 -0.03 -0.01 0.71
H -5.492 0.666 3.635 0.00 0.00 0.00 0.37
H -7.074 1.023 5.481 0.00 0.00 0.00 0.39
H -6.291 0.946 7.824 0.00 0.00 0.00 0.39
H -3.908 0.517 8.316 0.00 0.00 0.00 0.39
H -2.311 0.167 6.488 0.00 0.00 0.00 0.34
H -3.573 0.622 0.480 -0.01 0.00 0.00 0.58
H -5.135 -0.499 -1.070 -0.01 0.02 -0.05 0.70
H -6.164 -2.654 -0.457 0.00 0.00 0.00 0.45
H -5.706 -3.650 1.758 0.00 0.00 0.00 0.47
H -4.224 -2.504 3.345 0.01 0.00 0.00 0.52
H -1.558 -4.072 -1.796 0.00 0.00 0.00 0.45
H -3.603 -5.419 -2.077 0.00 0.00 0.00 0.47
H -4.372 -6.894 -0.252 0.00 0.00 0.00 0.44
H -3.092 -7.026 1.857 0.00 0.00 0.00 0.44
H -1.063 -5.672 2.163 0.00 0.00 0.00 0.44
H 2.382 -2.544 2.683 0.00 0.00 0.00 0.13
H 3.904 -3.613 4.291 0.00 0.00 0.00 0.44
H 4.126 -6.073 4.345 0.00 0.00 0.00 0.40
H 2.824 -7.468 2.779 0.00 0.00 0.00 0.41
H 1.292 -6.423 1.164 0.00 0.00 0.00 0.50
C -3.403 -1.489 -3.337 0.00 0.00 0.01 -0.77
C -2.858 -0.203 -2.817 0.01 -0.06 0.00 0.55
C -3.486 1.076 -3.235 0.01 0.00 -0.02 -1.15
O -1.872 -0.214 -2.070 -0.27 0.06 -0.29 -0.62
H -4.405 -1.378 -3.744 0.00 0.00 0.00 0.37
H -3.386 -2.241 -2.550 0.00 -0.01 0.01 0.10
H -2.745 -1.829 -4.143 0.00 0.02 -0.01 0.42
H -4.551 1.057 -2.997 -0.01 0.00 0.01 0.34
H -3.426 1.152 -4.325 -0.01 0.00 0.00 0.39
H -3.008 1.936 -2.775 0.00 0.00 0.00 0.34
I 6.349 -0.358 0.919 0.00 0.00 0.00 0.22
C 4.481 0.136 1.669 0.01 0.00 0.01 -0.41
C 4.301 0.510 2.994 0.00 0.00 -0.01 -0.16
C 3.024 0.825 3.433 -0.01 0.00 0.00 -0.69
C 1.969 0.748 2.543 -0.02 0.02 0.01 -0.53
N 2.130 0.382 1.264 0.01 0.02 -0.11 -0.09
C 3.369 0.094 0.843 -0.04 -0.04 0.04 -0.16
H 5.144 0.559 3.671 0.00 0.00 0.00 0.46
H 2.848 1.131 4.455 0.00 0.00 0.00 0.46
H 0.959 0.988 2.857 0.00 -0.01 0.00 0.50
H 3.490 -0.187 -0.199 0.00 -0.02 0.00 0.34

[2]
90
Properties=species:S:1:pos:R:3:forces:R:3:mulliken_charge:R:1 method="wB97M-V/def2-TZVPD" largest_force_ev_per_a=1.98 lumo_energy_ev=-4.50 e_homo_ev=-11.198 charge=+1 multiplicity=1 total_energy_ev=-228920.56659 orbital_gap_ev=6.7
C -4.471 -2.721 -1.251 -0.07 0.27 -0.06 -0.65
C -3.891 -1.660 -1.800 -0.37 0.27 -0.10 -1.95
C -2.938 -0.742 -1.111 -0.89 -1.49 -0.59 1.36
C -1.632 -1.213 -0.895 0.59 0.19 0.90 0.56
P -1.338 -2.971 -1.523 -0.64 -1.14 -1.33 0.17
O 0.097 -2.944 -2.362 -0.28 0.69 1.06 -0.46
Br -0.965 -4.274 0.269 0.14 0.58 -0.26 -0.13
C -0.717 -0.368 -0.267 0.32 -0.76 -0.34 1.44
C 0.717 -0.825 -0.069 0.00 -0.26 0.14 -1.35
C 1.000 -1.761 1.149 1.12 -0.10 -0.45 -0.66
C 2.235 -1.319 1.984 -0.58 0.43 0.67 -0.72
C 1.975 -1.370 3.522 0.46 0.37 -0.61 -1.23
C -1.151 0.891 0.142 1.74 0.01 0.28 0.27
C -0.175 1.764 0.854 0.19 0.84 1.05 -1.46
C -0.032 1.399 2.360 -1.18 -0.14 -0.16 0.10
C -1.379 1.269 3.116 0.01 -0.50 0.79 -0.68
C -1.849 -0.193 3.350 0.52 0.17 -0.90 -0.71
N -2.402 1.271 -0.111 -0.42 0.62 0.18 0.17
Cl -2.869 2.835 0.408 -0.09 0.02 -0.22 -0.04
C -3.328 0.499 -0.745 -0.50 1.13 0.34 -0.23
C -4.681 1.133 -0.915 -0.32 0.37 0.33 -0.99
C -5.781 0.361 -1.621 -0.40 -0.95 -1.69 0.14
O -5.916 0.272 -2.811 0.35 0.51 1.76 -0.46
Br -7.057 -0.564 -0.456 0.36 0.49 -0.08 -0.14
H -4.704 -2.771 -0.192 0.79 -0.56 0.12 0.38
H -4.759 -3.531 -1.909 -0.89 0.19 0.17 0.32
H -4.153 -1.409 -2.826 0.88 -0.48 -0.28 0.50
H 0.018 -2.174 -2.946 0.36 -0.19 -0.26 0.36
H 0.993 -1.368 -0.972 -0.01 0.05 0.05 0.78
H 1.424 -0.002 -0.007 -0.25 0.17 -0.12 0.33
H 1.292 -2.720 0.726 -0.31 -0.13 0.04 0.53
H 0.133 -1.965 1.769 -0.07 0.25 0.00 0.28
H 2.499 -0.282 1.759 0.01 -0.08 -0.24 0.18
H 3.104 -1.913 1.706 -0.05 -0.06 0.03 0.61
H 2.713 -1.978 4.041 -0.26 -0.26 0.03 0.32
H 2.095 -0.364 3.927 -0.14 -0.06 0.12 0.34
H 0.954 -1.693 3.714 0.13 -0.22 0.29 0.32
H -0.419 2.824 0.810 -0.22 -0.11 -0.24 1.03
H 0.816 1.685 0.418 -0.16 -0.05 -0.32 -0.30
H 0.474 0.440 2.424 0.24 0.16 0.20 -0.58
H 0.538 2.179 2.859 0.37 -0.10 -0.27 0.74
H -1.230 1.699 4.108 -0.09 0.19 -0.09 0.55
H -2.199 1.832 2.674 0.22 0.15 -0.10 0.24
H -2.893 -0.345 3.078 -0.08 0.02 0.34 0.29
H -1.639 -0.540 4.358 -0.22 0.03 0.05 0.29
H -1.271 -0.836 2.680 -0.13 -0.17 0.06 0.00
H -4.551 2.080 -1.449 -0.08 -0.16 -0.24 0.51
H -5.048 1.422 0.073 -0.04 -0.15 -0.02 0.68
C 2.168 5.050 -3.862 -0.17 0.02 -0.08 -0.85
C 2.629 4.286 -2.862 0.28 0.37 -0.29 -0.09
C 1.744 3.312 -2.144 -0.44 -0.16 0.01 1.43
O 2.220 2.629 -1.254 0.22 0.04 0.01 -0.69
C 0.346 3.229 -2.541 0.19 -0.06 0.15 -0.96
C -0.118 3.994 -3.537 -0.36 -0.32 0.23 0.24
C 0.775 4.951 -4.275 0.59 0.26 -0.06 0.86
O 0.293 5.601 -5.179 -0.33 -0.12 0.03 -0.59
O -1.384 3.955 -3.933 0.24 0.22 -0.15 -0.58
O 3.893 4.343 -2.448 -0.45 -0.36 0.24 -0.47
H 2.796 5.754 -4.388 0.02 -0.02 0.01 0.48
H -0.286 2.534 -2.004 -0.03 -0.02 -0.04 0.49
H -1.456 4.600 -4.665 -0.05 0.00 -0.04 0.37
H 3.979 3.695 -1.718 0.28 0.06 0.04 0.31
C 8.055 3.074 -0.340 -0.26 0.04 0.01 -1.09
C 9.321 3.433 -0.597 -0.10 -0.44 0.21 0.41
C 9.654 4.761 -1.213 -0.20 0.49 -0.22 0.98
O 10.822 5.033 -1.403 0.12 -0.27 0.10 -0.60
C 8.556 5.653 -1.555 0.17 -0.05 0.01 -0.84
C 7.292 5.293 -1.302 0.10 0.38 -0.19 0.30
C 6.963 3.973 -0.660 0.26 -0.41 0.18 1.08
O 5.794 3.702 -0.431 -0.15 0.23 -0.17 -0.64
O 6.260 6.079 -1.603 -0.02 -0.33 0.24 -0.56
O 10.352 2.645 -0.325 0.06 0.34 -0.15 -0.56
H 7.804 2.122 0.106 0.03 0.00 0.01 0.42
H 8.806 6.600 -2.014 -0.03 0.01 0.01 0.44
H 5.458 5.597 -1.329 -0.08 0.06 -0.11 0.30
H 11.148 3.138 -0.603 0.06 -0.03 0.02 0.36
C -4.172 -6.098 1.234 -0.20 0.11 -0.15 -0.54
C -3.746 -6.875 2.236 0.31 0.31 -0.21 0.38
C -4.659 -7.849 2.923 -0.54 -0.22 0.03 0.86
O -4.203 -8.538 3.814 0.30 0.13 0.00 -0.61
C -6.047 -7.913 2.487 0.15 -0.04 0.11 -0.98
C -6.474 -7.132 1.486 -0.27 -0.32 0.23 0.31
C -5.552 -6.179 0.784 0.45 0.14 0.01 1.08
O -5.994 -5.505 -0.131 -0.25 -0.03 0.03 -0.64
O -7.732 -7.152 1.053 0.25 0.24 -0.16 -0.56
O -2.494 -6.837 2.685 -0.24 -0.21 0.15 -0.53
H -3.524 -5.396 0.730 0.02 -0.03 0.00 0.08
H -6.701 -8.605 2.999 -0.02 0.00 -0.02 0.43
H -7.778 -6.502 0.327 -0.07 -0.02 -0.04 0.35
H -2.448 -7.495 3.406 0.05 -0.03 0.02 0.36